# 1
Molecular formula: C42H79N10OPS
Method: DFT, wB97M-V/def2-TZVPD

- E_HOMO (eV) = -7.97
- orbital gap (eV) = 8.2

CARTESIAN COORDINATES (ANGSTROEM)
C: -3.5940 1.0961 -0.4919
C: -3.7781 -0.0141 -1.5139
C: -3.4504 -1.4055 -0.9623
C: -4.2764 -2.5119 -1.6127
C: -3.8562 -3.9636 -1.3120
C: -2.3862 -4.1500 -0.9415
C: -1.4621 -3.8780 -2.1257
C: 0.0388 -3.8804 -1.8021
C: 0.4196 -3.1973 -0.4891
C: 1.8923 -2.8037 -0.4500
C: 2.3745 -2.2796 0.9051
C: 3.7992 -1.7592 0.8126
C: 4.3222 -1.0048 2.0275
C: 3.4567 0.1788 2.4814
C: 3.1640 1.2200 1.3886
C: 1.7352 1.0723 0.8145
P: 0.9883 2.6428 0.1809
C: -0.4492 2.7656 -0.9572
C: -0.1655 2.7599 1.7452
C: 0.5986 2.9313 3.0587
O: 0.3541 1.9233 4.0471
C: 2.2242 2.7029 -1.3159
C: 1.9267 1.9920 -2.6495
C: 1.6655 0.4889 -2.5528
S: 1.2215 -0.2414 -4.1515
H: -2.5419 1.1893 -0.1924
H: -4.1653 0.8740 0.4159
H: -3.9164 2.0692 -0.8726
H: -4.8069 0.0004 -1.8955
H: -3.1313 0.1826 -2.3774
H: -3.6392 -1.4119 0.1187
H: -2.3813 -1.6034 -1.1028
H: -5.3078 -2.3754 -1.2628
H: -4.3098 -2.3453 -2.6973
H: -4.4936 -4.3702 -0.5181
H: -4.0554 -4.5761 -2.2003
H: -2.1314 -3.5086 -0.0920
H: -2.2286 -5.1844 -0.6005
H: -1.6659 -4.6505 -2.8791
H: -1.7289 -2.9206 -2.5919
H: 0.4061 -4.9021 -1.7921
H: 0.5569 -3.3790 -2.6301
H: -0.1946 -2.2958 -0.3445
H: 0.2011 -3.8579 0.3615
H: 2.0391 -2.0163 -1.2047
H: 2.5105 -3.6584 -0.7495
H: 2.3388 -3.0840 1.6435
H: 1.7082 -1.4741 1.2393
H: 3.8480 -1.0731 -0.0476
H: 4.4655 -2.5964 0.5774
H: 5.3172 -0.6035 1.7918
H: 4.4402 -1.6804 2.8808
H: 3.9733 0.6644 3.3178
H: 2.5097 -0.1969 2.8877
H: 3.3239 2.2324 1.7680
H: 3.8962 1.0827 0.5857
H: 1.7599 0.3392 0.0077
H: 1.0775 0.6522 1.5835
H: 1.5671 3.8584 0.6372
H: -0.5960 1.8455 -1.5271
H: -1.3730 3.0072 -0.4328
H: -0.2480 3.5595 -1.6838
H: -0.7869 1.8560 1.8322
H: -0.8752 3.5842 1.6143
H: 1.6826 2.9888 2.8745
H: 0.3253 3.8703 3.5494
H: 0.6506 1.0791 3.6916
H: 3.2120 2.3694 -0.9751
H: 2.3377 3.7759 -1.5280
H: 1.0960 2.4809 -3.1723
H: 2.7922 2.1029 -3.3167
H: 2.5574 -0.0233 -2.1791
H: 0.8493 0.2437 -1.8723
H: 2.3441 -0.9154 -4.3819
C: -1.5204 2.8308 -5.5162
C: -1.1697 4.1341 -4.9722
N: -0.8968 5.1642 -4.5386
H: -1.3760 2.0728 -4.7474
H: -2.5597 2.8227 -5.8386
H: -0.8773 2.5962 -6.3622
C: 3.5489 -2.1924 6.2796
C: 3.1513 -2.9443 5.0992
N: 2.8563 -3.5350 4.1574
H: 3.4906 -2.8289 7.1605
H: 4.5719 -1.8392 6.1610
H: 2.8895 -1.3363 6.4116
C: -2.5789 6.2451 2.4525
C: -2.9796 5.3583 1.3696
N: -3.3063 4.6441 0.5267
H: -2.4531 5.6600 3.3619
H: -1.6477 6.7566 2.2156
H: -3.3619 6.9798 2.6303
C: -0.1691 -8.0569 -0.5352
C: 1.0203 -7.2243 -0.5486
N: 1.9598 -6.5550 -0.5720
H: -0.6340 -8.0131 0.4461
H: -0.8714 -7.7085 -1.2921
H: 0.1048 -9.0894 -0.7447
C: 1.9684 6.7590 -5.2376
C: 3.4081 6.8972 -5.0702
N: 4.5435 7.0207 -4.9273
H: 1.7523 6.0285 -6.0144
H: 1.5083 6.4226 -4.3109
H: 1.5301 7.7152 -5.5201
C: 3.4204 10.3060 -3.6380
C: 2.2072 11.0097 -4.0273
N: 1.2501 11.5641 -4.3435
H: 3.2120 9.6414 -2.8014
H: 3.7921 9.7119 -4.4713
H: 4.1877 11.0188 -3.3420
C: -4.9485 2.8972 2.9344
C: -5.0267 4.1091 3.7331
N: -5.0498 5.0853 4.3417
H: -4.6882 2.0491 3.5664
H: -5.9076 2.7033 2.4560
H: -4.1905 3.0154 2.1621
C: -8.1097 1.3396 4.7626
C: -7.4952 0.2552 4.0087
N: -7.0001 -0.5940 3.4110
H: -9.0821 1.5812 4.3375
H: -8.2404 1.0401 5.8007
H: -7.4779 2.2261 4.7295
C: 4.2968 -9.0461 -0.4170
C: 4.3942 -10.2713 -1.1971
N: 4.4637 -11.2417 -1.8113
H: 3.9195 -9.2695 0.5800
H: 5.2776 -8.5811 -0.3348
H: 3.6131 -8.3493 -0.8965
C: 0.8008 -6.0318 3.2746
C: 1.0480 -7.3658 2.7495
N: 1.2522 -8.4051 2.2934
H: -0.0388 -5.5791 2.7481
H: 0.5664 -6.0897 4.3360
H: 1.6790 -5.4030 3.1398

Atom charges from the Mulliken analysis, given in e for atoms 1 to 8:
1. C -0.713
2. C -0.957
3. C 0.787
4. C -0.893
5. C -1.138
6. C -0.194
7. C -0.818
8. C -0.496



# 2
Molecular formula: C42H79N2O11P2S
Method: DFT, wB97M-V/def2-TZVPD

- E_HOMO (eV) = -9.88
- orbital gap (eV) = 5.2
- charge = +1

CARTESIAN COORDINATES (ANGSTROEM)
C: 2.9741 -2.9166 4.3696
C: 1.6137 -3.0071 3.9536
C: -0.0182 -2.9577 3.6823
C: -0.3284 -3.8642 2.3552
N: -1.4235 -3.2945 1.4444
C: -1.7974 -4.4526 0.5558
C: -0.5729 -4.8586 -0.5124
C: 0.1781 -3.5055 -1.1145
C: -2.5637 -2.7737 2.2902
C: -3.2536 -3.8688 3.2894
C: -4.8018 -3.5840 3.7266
C: -4.9588 -2.4518 4.9486
C: -5.6178 -1.0381 4.4450
C: -7.1453 -1.1717 3.8350
C: -7.4532 0.2914 3.0864
C: -7.6659 1.5227 4.1900
C: -3.6892 -2.0990 1.2471
O: -3.0844 -1.5485 0.0246
C: -4.1561 -1.1878 -0.9625
C: -5.7052 -0.7739 -0.4930
C: -6.9141 -0.4133 -1.5834
C: -8.4517 -0.0572 -1.0486
C: -6.6494 -0.3950 -3.2069
C: -5.1030 -0.7892 -3.6925
C: -3.8929 -1.1958 -2.6140
C: -2.4282 -1.6075 -3.2364
C: -2.4051 -3.2758 -3.3175
C: -2.1618 -1.0840 -4.7706
C: -1.9752 -1.4226 3.0814
N: -0.6271 -1.5849 3.7087
C: -0.7707 -1.2258 5.2047
C: -1.2272 0.1217 5.6983
C: 0.2626 -0.4701 3.1469
S: 0.8661 -0.7454 1.3991
O: 2.0670 0.2581 1.1890
O: -0.1684 -0.3692 0.2873
H: 4.0617 -2.8795 4.8536
H: -0.4940 -3.5653 4.5944
H: -0.5824 -4.9681 2.7324
H: 0.7165 -3.9826 1.7898
H: -1.9976 -5.4672 1.1529
H: -2.7350 -4.2983 -0.1246
H: -0.9738 -5.5580 -1.3912
H: 0.2721 -5.4427 0.0830
H: -0.5719 -2.6160 -0.9778
H: 0.2868 -3.6594 -2.2924
H: 1.2398 -3.3308 -0.6530
H: -2.6248 -3.9022 4.3039
H: -3.2225 -4.9898 2.8880
H: -5.1827 -4.5958 4.2369
H: -5.5523 -3.3937 2.8432
H: -3.8758 -2.1966 5.3819
H: -5.6362 -2.8732 5.8071
H: -4.9231 -0.4085 3.7159
H: -5.7246 -0.3580 5.4205
H: -7.2730 -2.0060 3.0236
H: -7.9529 -1.2715 4.6944
H: -8.3573 0.1986 2.3396
H: -6.4693 0.5802 2.4784
H: -7.0298 2.4617 3.8415
H: -8.8284 1.7535 4.2453
H: -7.3486 1.2059 5.2774
H: -4.4968 -2.9148 0.9494
H: -4.1897 -1.2093 1.8260
H: -6.0339 -0.7135 0.6455
H: -9.1537 -0.9796 -1.3299
H: -8.9117 0.8902 -1.5603
H: -8.4456 -0.0144 0.1323
H: -7.5066 -0.1132 -3.9853
H: -4.9327 -0.7548 -4.8694
H: -1.6027 -1.1759 -2.5268
H: -3.3944 -3.7008 -3.8273
H: -2.4279 -3.6421 -2.2039
H: -1.4361 -3.6657 -3.8902
H: -1.1338 -1.5129 -5.1927
H: -2.9917 -1.5247 -5.5070
H: -2.1641 0.0891 -4.8462
H: -2.8429 -1.0743 3.7816
H: -1.9047 -0.5975 2.2209
H: -0.4659 -1.9817 6.0771
H: -0.5465 0.6876 6.4695
H: -2.2721 0.5861 5.3563
H: -0.3087 0.5792 3.1193
H: 1.2143 -0.2569 3.8360
H: 1.3912 -2.0189 1.1335
O: 1.9305 6.7688 -2.4937
P: 1.7820 5.2990 -2.0298
O: 1.9392 5.6788 -0.4288
C: 0.8727 6.3644 0.2038
C: -0.3700 5.5002 0.2951
O: 3.3709 4.9460 -2.3697
C: 3.9321 5.4171 -3.5890
C: 4.8604 6.5863 -3.3056
O: 1.6160 3.6568 -1.5115
C: 2.6354 2.8930 -0.8755
C: 2.7674 3.1618 0.6140
H: 0.6595 7.2981 -0.3256
H: 1.2081 6.6277 1.2113
H: -0.7615 5.2719 -0.7010
H: -1.1530 6.0099 0.8648
H: -0.1483 4.5453 0.7805
H: 3.1506 5.6884 -4.3053
H: 4.5015 4.5926 -4.0322
H: 4.3727 7.3523 -2.6927
H: 5.2014 7.0479 -4.2361
H: 5.7343 6.2490 -2.7403
H: 3.6022 2.9769 -1.3773
H: 2.3340 1.8471 -0.9966
H: 3.2777 4.1098 0.8032
H: 3.3623 2.3770 1.0908
H: 1.7888 3.2027 1.0981
O: 6.8103 1.7309 -4.8153
P: 7.4438 1.7648 -3.4028
O: 8.5751 0.6165 -3.7685
C: 9.6307 0.9725 -4.6439
C: 10.5481 2.0063 -4.0202
O: 6.2689 0.7769 -2.7636
C: 4.9099 1.0155 -3.1095
C: 4.4407 -0.0418 -4.0949
O: 8.1515 1.8027 -1.8246
C: 8.1403 0.7225 -0.8971
C: 9.2114 -0.3232 -1.1568
H: 9.2255 1.3343 -5.5939
H: 10.1987 0.0617 -4.8551
H: 10.0185 2.9494 -3.8537
H: 11.4060 2.2029 -4.6705
H: 10.9160 1.6676 -3.0473
H: 4.7748 2.0255 -3.5085
H: 4.3177 0.9519 -2.1900
H: 5.1259 -0.1373 -4.9444
H: 3.4433 0.1947 -4.4751
H: 4.4087 -1.0232 -3.6123
H: 7.1553 0.2602 -0.7981
H: 8.3496 1.1740 0.0784
H: 8.9433 -0.9663 -1.9991
H: 9.3294 -0.9717 -0.2835
H: 10.1742 0.1421 -1.3804

Atom charges from the Mulliken analysis, given in e for atoms 1 to 8:
1. C -0.992
2. C -0.841
3. C 0.191
4. C -1.282
5. N 1.392
6. C -0.821
7. C -0.680
8. C -0.149